Record 1
{
  "formula": "C15H29FNO12S",
  "method": "the ωB97M-V functional and the def2-TZVPD basis",
  "spin_multiplicity": 1,
  "gap_ev": 7.32,
  "e_lumo_ev": -4.63,
  "total_energy_ha": -2044.2829,
  "total_charge": 1,
  "species": ["O", "N", "O", "C", "S", "C", "C", "O", "F", "H", "H", "H", "H", "H", "C", "C", "O", "C", "O", "O", "C", "H", "H", "H", "H", "H", "H", "H", "H", "C", "C", "O", "C", "O", "O", "C", "H", "H", "H", "H", "H", "H", "H", "H", "C", "C", "O", "C", "O", "O", "C", "H", "H", "H", "H", "H", "H", "H", "H"],
  "xyz": [[4.6545, 2.1951, -0.9585], [5.1532, 3.1839, -0.7383], [4.3491, 4.3379, -1.3758], [4.5097, 5.4906, -0.6292], [2.9118, 6.3853, -0.6092], [1.7524, 5.3248, -1.4542], [1.5414, 4.0169, -0.7108], [1.1657, 3.9679, 0.4110], [1.8088, 2.9596, -1.4563], [4.7782, 5.2765, 0.4102], [5.2472, 6.1836, -1.0379], [2.4862, 6.2616, 0.6615], [0.8113, 5.8814, -1.4383], [2.0406, 5.1931, -2.4949], [1.1736, 0.4988, 0.2588], [1.3529, -0.9357, 0.7088], [0.0836, -1.5458, 0.9697], [-0.5724, -1.9507, -0.1177], [-0.1733, -1.8538, -1.2508], [-1.7402, -2.4537, 0.2605], [-2.5830, -2.8837, -0.8154], [0.5785, 1.0528, 0.9858], [2.1444, 0.9832, 0.1548], [0.6579, 0.5409, -0.7002], [1.8994, -0.9873, 1.6488], [1.9026, -1.5170, -0.0302], [-2.0531, -3.5697, -1.4720], [-2.9386, -2.0234, -1.3807], [-3.4234, -3.3920, -0.3544], [-3.5014, 3.3037, -5.1587], [-4.2242, 2.1106, -4.5722], [-3.6694, 0.8741, -5.0420], [-2.5643, 0.4632, -4.4233], [-2.0146, 1.0246, -3.5065], [-2.1772, -0.6749, -4.9862], [-0.9799, -1.2405, -4.4370], [-3.4860, 3.2413, -6.2469], [-4.0012, 4.2277, -4.8677], [-2.4696, 3.3410, -4.8095], [-5.2626, 2.0963, -4.8961], [-4.2121, 2.1306, -3.4831], [-1.0545, -1.3522, -3.3598], [-0.1220, -0.6192, -4.6904], [-0.8619, -2.2183, -4.8937], [-0.1091, -2.1604, 4.2900], [-0.5303, -2.5251, 5.6967], [-0.9175, -3.9034, 5.7890], [0.0898, -4.7699, 5.8900], [1.2613, -4.4945, 5.9261], [-0.4241, -5.9959, 5.9511], [0.5470, -7.0438, 6.0295], [-0.8881, -2.4183, 3.5729], [0.0896, -1.0901, 4.2199], [0.7945, -2.6993, 4.0055], [-1.4134, -1.9618, 5.9921], [0.2590, -2.3157, 6.4176], [1.2447, -6.8660, 6.8442], [1.0884, -7.1282, 5.0889], [-0.0103, -7.9567, 6.2147]],
  "nbo_charge": [-0.104, 0.453, -0.517, -0.196, 0.664, -0.673, 0.868, -0.493, -0.283, 0.235, 0.238, 0.201, 0.303, 0.305, -0.639, -0.073, -0.491, 0.989, -0.663, -0.487, -0.258, 0.216, 0.193, 0.232, 0.193, 0.199, 0.198, 0.190, 0.204, -0.637, -0.071, -0.490, 0.985, -0.670, -0.489, -0.265, 0.218, 0.216, 0.212, 0.196, 0.193, 0.219, 0.181, 0.198, -0.639, -0.072, -0.492, 0.982, -0.652, -0.492, -0.256, 0.222, 0.208, 0.221, 0.190, 0.195, 0.198, 0.188, 0.198]
}



Record 2
{
  "formula": "C30H26BeN2O8P",
  "method": "the ωB97M-V functional and the def2-TZVPD basis",
  "spin_multiplicity": 1,
  "gap_ev": 7.08,
  "e_lumo_ev": 2.40,
  "total_energy_ha": -2226.6257,
  "e_above_lowest_kj_mol": 0.0,
  "total_charge": -1,
  "species": ["Be", "O", "C", "C", "O", "C", "C", "O", "C", "O", "O", "O", "C", "O", "C", "C", "C", "C", "C", "C", "P", "C", "C", "C", "C", "C", "C", "C", "C", "C", "C", "C", "C", "H", "H", "H", "H", "H", "H", "H", "H", "H", "H", "H", "H", "H", "H", "C", "N", "C", "C", "C", "N", "C", "C", "O", "H", "H", "H", "H", "H", "H", "H", "H", "H", "H", "H", "H"],
  "xyz": [[12.9098, 13.0197, 10.0268], [17.1717, 12.2064, 13.5956], [16.2434, 12.3132, 12.8344], [16.3235, 12.3170, 11.3009], [17.2667, 12.1246, 10.6167], [14.9596, 12.5711, 10.8929], [14.1029, 12.6834, 11.9776], [12.8262, 12.8581, 11.6277], [14.7641, 12.4236, 13.2226], [14.3649, 12.2830, 14.3733], [14.4279, 12.5888, 9.6986], [12.0459, 12.7377, 7.1772], [11.5396, 11.9876, 8.0097], [11.7542, 12.0346, 9.2906], [10.6617, 10.8690, 7.5301], [10.7176, 10.5547, 6.1712], [10.0543, 9.4766, 5.6711], [9.2032, 8.7440, 6.4784], [9.0391, 9.0848, 7.7860], [9.7520, 10.1611, 8.3396], [9.4804, 10.6219, 10.1323], [10.8598, 9.8485, 11.1089], [11.2482, 10.3115, 12.3582], [12.2564, 9.6950, 13.0489], [12.9348, 8.6397, 12.4234], [12.5848, 8.1860, 11.1767], [11.4931, 8.7652, 10.5528], [8.0324, 9.5664, 10.4835], [8.0191, 8.2471, 10.9577], [6.8169, 7.5702, 11.0269], [5.6001, 8.1865, 10.6382], [5.6166, 9.5238, 10.1333], [6.8309, 10.1589, 10.0846], [11.4119, 11.1200, 5.6101], [10.1812, 9.2378, 4.6262], [8.7683, 7.8457, 6.0534], [8.2717, 8.5441, 8.3724], [10.7653, 11.2368, 12.8066], [12.5105, 10.0115, 14.0603], [13.7978, 8.2014, 13.0017], [13.2586, 7.4625, 10.7167], [11.2070, 8.3829, 9.6211], [8.9485, 7.8294, 11.3072], [6.7835, 6.5500, 11.4012], [4.6766, 7.6285, 10.6317], [4.7243, 10.0444, 9.8008], [6.8566, 11.1932, 9.7442], [13.5088, 15.3228, 6.9888], [12.1865, 15.5665, 7.4527], [11.2555, 15.7661, 6.3602], [9.8411, 15.9364, 6.8009], [9.4905, 14.9393, 7.8899], [10.4835, 14.9547, 8.9375], [10.0922, 14.7005, 10.2855], [11.8245, 15.0313, 8.6455], [12.6693, 14.6603, 9.4921], [13.4735, 14.5038, 6.2702], [14.1767, 14.9712, 7.7735], [13.9827, 16.2016, 6.5707], [11.4087, 14.8803, 5.7538], [11.6280, 16.6781, 5.8160], [9.1539, 15.9201, 5.9802], [9.6821, 16.9676, 7.1518], [9.3467, 13.9254, 7.4855], [8.5639, 15.2170, 8.3305], [9.9008, 13.6622, 10.4568], [9.2599, 15.3458, 10.5683], [10.9400, 14.9697, 10.8808]],
  "nbo_charge": [1.693, -0.520, 0.395, 0.381, -0.536, 0.231, 0.254, -0.927, 0.348, -0.581, -0.861, -0.710, 0.788, -0.890, -0.150, -0.169, -0.224, -0.230, -0.167, -0.289, 0.821, -0.330, -0.175, -0.217, -0.206, -0.233, -0.166, -0.240, -0.233, -0.224, -0.219, -0.209, -0.246, 0.233, 0.204, 0.205, 0.213, 0.231, 0.233, 0.209, 0.209, 0.198, 0.228, 0.209, 0.205, 0.209, 0.215, -0.421, -0.427, -0.204, -0.419, -0.201, -0.443, -0.418, 0.869, -0.818, 0.210, 0.258, 0.184, 0.209, 0.195, 0.219, 0.201, 0.199, 0.200, 0.228, 0.182, 0.241]
}



Record 3
{
  "formula": "C3H9NO2",
  "method": "the ωB97M-V functional and the def2-TZVPD basis",
  "spin_multiplicity": 1,
  "gap_ev": 9.68,
  "e_lumo_ev": 0.87,
  "total_energy_ha": -324.8973,
  "e_above_lowest_kj_mol": 197.8,
  "total_charge": 0,
  "species": ["C", "N", "C", "C", "O", "H", "H", "H", "H", "H", "H", "H", "O", "H", "H"],
  "xyz": [[-0.3723, 2.3760, -1.3569], [-0.2030, 1.1232, -0.6634], [-1.3745, 0.2802, -0.5161], [-0.9490, -1.0565, 0.0631], [-0.6914, -1.2472, 1.2211], [0.1948, 2.3937, -2.2714], [-0.0564, 3.2256, -0.7495], [-1.4200, 2.5461, -1.5796], [0.4648, 1.0363, 0.0825], [-2.1153, 0.6796, 0.1783], [-1.7458, 0.0434, -1.5175], [-0.8933, -1.9048, -0.6519], [2.9371, -1.3869, 1.1529], [3.0507, -2.1371, 0.5640], [2.0110, -1.3893, 1.4127]],
  "nbo_charge": [-0.404, -0.648, -0.314, 0.455, -0.529, 0.187, 0.193, 0.191, 0.384, 0.186, 0.195, 0.103, -0.945, 0.468, 0.477]
}



Record 4
{
  "formula": "C22H35BrClF11IrN5O7S4SiTe",
  "method": "the ωB97M-V functional and the def2-TZVPD basis",
  "spin_multiplicity": 1,
  "gap_ev": 6.68,
  "e_lumo_ev": -1.66,
  "total_energy_ha": -8047.1634,
  "e_above_lowest_kj_mol": 273.1,
  "total_charge": 0,
  "species": ["Ir", "N", "C", "N", "C", "C", "S", "C", "C", "S", "C", "N", "N", "H", "H", "H", "H", "H", "H", "F", "Te", "F", "F", "F", "F", "O", "C", "C", "C", "C", "Si", "Br", "C", "C", "C", "C", "C", "C", "C", "C", "H", "H", "H", "H", "H", "H", "H", "H", "H", "H", "H", "H", "H", "H", "H", "H", "H", "H", "H", "H", "H", "H", "H", "H", "H", "H", "H", "Cl", "C", "C", "O", "O", "H", "H", "F", "C", "F", "F", "S", "O", "O", "N", "S", "O", "O", "C", "F", "F", "F"],
  "xyz": [[-1.3034, 1.5032, 0.7101], [3.9185, 0.5738, 3.2635], [3.4370, 1.5975, 2.4910], [2.4731, 1.4522, 1.6282], [2.2807, 2.6154, 0.9320], [3.0796, 3.6587, 1.2812], [4.1455, 3.1782, 2.5396], [1.4344, 2.7533, -0.2703], [2.0027, 3.3215, -1.3502], [0.8279, 3.8837, -2.4746], [-0.4231, 3.3381, -1.4188], [0.0237, 2.6431, -0.3688], [-1.6762, 3.7147, -1.6881], [3.1888, -0.1040, 3.4423], [4.3572, 0.8767, 4.1203], [3.0744, 4.6551, 0.8741], [3.0542, 3.5016, -1.4856], [-1.8543, 4.0682, -2.6146], [-2.4543, 3.1946, -1.3133], [-3.4091, 2.5769, 3.8659], [-3.8319, 2.8614, 2.0959], [-3.1662, 0.9905, 1.7962], [-4.1638, 4.5871, 2.6308], [-5.4021, 1.9880, 2.4859], [-4.7846, 3.2866, 0.5499], [-2.2865, 3.1996, 1.1739], [2.7639, -0.2321, -1.8184], [2.3993, -1.7203, -1.7378], [3.1096, -2.2559, -0.4834], [2.9889, -2.4089, -2.9840], [0.5086, -2.0331, -1.6561], [-0.0299, -0.6386, 0.1994], [0.0334, -3.7599, -0.9653], [0.8564, -4.8269, -1.7158], [0.2986, -3.9074, 0.5428], [-1.4474, -4.0974, -1.1834], [-0.4685, -1.4898, -3.1974], [0.0297, -0.1365, -3.7236], [-1.9693, -1.3422, -2.9215], [-0.2859, -2.5471, -4.3047], [3.8545, -0.1548, -1.8908], [2.4632, 0.2912, -0.9158], [2.3427, 0.2760, -2.6820], [4.1732, -2.0102, -0.5591], [3.0328, -3.3356, -0.3705], [2.7343, -1.7777, 0.4237], [4.0779, -2.3048, -2.9492], [2.6516, -1.9309, -3.9044], [2.7650, -3.4739, -3.0489], [1.9220, -4.7696, -1.5030], [0.7202, -4.7764, -2.7983], [0.5124, -5.8140, -1.3923], [1.3160, -3.6550, 0.8345], [0.1225, -4.9515, 0.8195], [-0.3819, -3.2926, 1.1308], [-1.7078, -4.1830, -2.2386], [-2.1116, -3.3676, -0.7220], [-1.6486, -5.0683, -0.7203], [0.0044, 0.6398, -2.9536], [-0.6289, 0.1835, -4.5370], [1.0402, -0.1955, -4.1266], [-2.1502, -0.5974, -2.1509], [-2.4433, -2.2729, -2.6206], [-2.4570, -1.0058, -3.8426], [0.7561, -2.7113, -4.5778], [-0.8084, -2.1986, -5.2012], [-0.7218, -3.5089, -4.0323], [-3.7005, -1.1897, -0.1405], [-4.4669, 0.2724, -0.7950], [-3.5220, 1.3357, -1.3434], [-3.9926, 2.1369, -2.1210], [-2.2387, 1.3085, -1.0614], [-5.0813, 0.7027, -0.0070], [-5.1245, -0.0169, -1.6088], [-1.8775, -1.2590, 2.8751], [-1.6116, -0.6328, 4.0259], [-1.2167, -1.5388, 4.9161], [-2.7021, -0.0442, 4.4726], [-0.2115, 0.5317, 3.7291], [-0.6600, 1.5450, 2.7223], [0.8302, -0.3525, 3.3113], [-0.1243, 1.1780, 5.1217], [0.9514, 2.2945, 5.5115], [2.2261, 2.0431, 4.9049], [0.8448, 2.5545, 6.9064], [0.3365, 3.8513, 4.6868], [0.8611, 3.9774, 3.4665], [0.7129, 4.8964, 5.4218], [-0.9917, 3.8518, 4.5873]],
  "lowdin_charge": [1.200, 0.096, -0.711, 0.102, -0.368, -0.365, 1.074, -0.306, -0.360, 1.099, -0.652, -0.064, 0.136, 0.078, 0.086, 0.082, 0.092, 0.115, 0.049, -0.319, 1.881, -0.464, -0.318, -0.316, -0.333, -0.602, -0.107, -0.621, -0.096, -0.083, 0.639, 0.679, -0.615, -0.087, -0.111, -0.097, -0.605, -0.086, -0.113, -0.077, 0.096, 0.032, 0.057, 0.092, 0.065, 0.068, 0.092, 0.069, 0.066, 0.066, 0.072, 0.092, 0.063, 0.092, 0.051, 0.069, 0.039, 0.094, 0.067, 0.094, 0.069, 0.010, 0.051, 0.100, 0.067, 0.094, 0.067, 0.661, -0.452, -0.680, 0.087, -0.319, 0.064, 0.093, 0.094, -0.689, 0.157, 0.161, 0.619, -0.478, -0.296, -0.271, 0.624, -0.299, -0.250, -0.657, 0.129, 0.147, 0.130]
}